[1]
The following is a quantum chemistry calculation of an isolated molecule of C3H7N3O, from OMol25.

## Properties
relative energy (zero: lowest compared OMol25 entry of this formula, charge and spin) = 446.7 kJ/mol
SMILES string = [H]/N=C/N/N=C\CO
lowest unoccupied orbital energy = 0.15 eV
electronic energy = -357.87973 hartree
orbital gap = 9.355 eV

CARTESIAN COORDINATES (ANGSTROEM)
C (-0.73, -0.95, -1.14)
C (0.34, -1.39, -0.08)
C (0.06, 1.50, 1.08)
H (0.52, -1.83, -2.30)
H (-0.63, 0.23, -1.37)
H (-1.85, -1.37, -0.98)
H (0.10, -2.45, 0.32)
H (1.94, 1.12, 0.68)
H (-0.97, 0.95, 1.00)
H (-0.59, 3.05, 2.33)
N (1.04, -0.67, 0.72)
N (1.09, 0.74, 0.42)
N (0.18, 2.68, 1.65)
O (-0.50, -1.61, -2.34)

[2]
The following is a quantum chemistry calculation of a structure of composition C19H16MoN3O4S, from OMol25.

## Properties
relative energy (zero: lowest compared OMol25 entry of this formula, charge and spin) = 194.4 kJ/mol
net charge = +1
spin multiplicity = 3
lowest unoccupied orbital energy (alpha / beta) = -4.71 / -5.07 eV
electronic energy = -1664.91454 hartree
orbital gap (alpha / beta) = 6.081 / 5.824 eV

CARTESIAN COORDINATES (ANGSTROEM)
Mo (-0.02, -0.08, 0.02)
O (1.84, -0.03, -0.22)
N (2.64, -1.06, -0.19)
N (1.93, -2.12, -0.03)
O (0.64, -1.90, 0.08)
C (2.49, -3.40, 0.00)
C (1.68, -4.53, 0.01)
C (2.28, -5.78, 0.01)
C (3.66, -5.89, 0.00)
C (4.46, -4.75, 0.00)
C (3.88, -3.50, 0.00)
H (0.60, -4.43, 0.01)
H (1.67, -6.67, 0.01)
H (4.13, -6.87, 0.00)
H (5.54, -4.84, 0.00)
H (4.48, -2.60, 0.00)
O (-2.95, 2.49, 0.05)
C (-2.74, 1.30, 0.09)
O (-1.50, 0.81, 0.15)
C (-3.79, 0.27, 0.04)
C (-5.12, 0.72, 0.02)
C (-6.16, -0.17, 0.00)
C (-5.90, -1.54, 0.00)
C (-4.60, -2.00, 0.00)
C (-3.52, -1.10, 0.02)
S (-1.92, -1.82, 0.00)
H (-5.28, 1.79, 0.02)
H (-7.18, 0.18, -0.01)
H (-6.71, -2.25, -0.01)
H (-4.39, -3.05, -0.01)
C (1.99, 6.19, -0.01)
C (1.53, 4.78, -0.01)
C (0.38, 4.37, -0.67)
C (0.01, 3.04, -0.67)
N (0.68, 2.09, 0.00)
C (1.78, 2.49, 0.65)
C (2.25, 3.78, 0.65)
H (1.28, 6.84, -0.51)
H (2.96, 6.27, -0.50)
H (2.12, 6.54, 1.02)
H (-0.24, 5.08, -1.20)
H (-0.87, 2.73, -1.22)
H (2.33, 1.72, 1.20)
H (3.16, 4.02, 1.16)

[3]
The following is a quantum chemistry calculation of a cluster of 2 separate species, C4H12NO2 in total, from OMol25.

## Properties
relative energy (zero: lowest compared OMol25 entry of this formula, charge and spin) = 59.0 kJ/mol
net charge = -1
lowest unoccupied orbital energy = 3.89 eV
electronic energy = -364.83305 hartree
orbital gap = 6.904 eV

CARTESIAN COORDINATES (ANGSTROEM)
C (-0.94, 0.13, 0.49)
N (-0.94, 0.91, -0.74)
C (-0.77, -0.02, -1.91)
O (0.33, -0.78, -1.87)
C (-0.73, 1.03, 1.73)
C (0.08, 0.34, 2.82)
H (-0.18, -0.65, 0.49)
H (-1.93, -0.31, 0.53)
H (-0.12, 1.50, -0.76)
H (-0.85, 0.64, -2.81)
H (-1.70, -0.64, -1.95)
H (-0.17, 1.93, 1.45)
H (-1.69, 1.38, 2.06)
H (-0.51, 0.06, 3.69)
H (0.80, 1.01, 3.30)
H (0.64, -0.56, 2.58)
H (2.27, -1.62, -1.78)
H (1.77, -1.06, -0.61)
O (2.58, -1.56, -0.87)

Number 1: strongest force on any atom 4.6 eV/Å. Number 2: strongest force on any atom 3.6 eV/Å. Number 3: strongest force on any atom 1.6 eV/Å.